# 1
Here is a molecular structure, C29H54N5O4SiSr from the Open Molecules 2025 dataset. Energies are from ωB97M-V with the def2-TZVPD basis set.

```
94
Properties=species:S:1:pos:R:3:forces:R:3:lowdin_charge:R:1
Sr -0.792 0.598 -0.085 0.365 -0.234 0.276 1.28
C 0.407 4.631 1.302 -0.019 -0.021 0.031 -0.17
C 0.318 3.517 2.355 0.057 0.095 0.001 -0.20
N 0.661 2.176 1.877 -0.044 -0.229 -0.014 -0.12
C 2.072 1.813 1.946 0.001 0.086 0.047 -0.21
C 2.941 2.682 1.039 0.050 -0.031 0.052 -0.22
N 2.483 2.799 -0.339 0.011 -0.081 -0.042 -0.06
C 3.065 1.831 -1.266 0.022 0.022 0.008 -0.22
C 2.775 2.211 -2.716 0.064 -0.015 -0.034 -0.18
C 1.491 1.637 -3.300 -0.009 -0.044 -0.037 -0.23
N 0.302 1.868 -2.482 -0.137 -0.006 0.093 -0.10
C -0.196 3.244 -2.547 0.058 -0.068 0.000 -0.21
C -1.435 3.372 -1.674 -0.345 -0.127 -0.233 -0.22
N -1.097 3.370 -0.258 -0.245 -0.219 0.167 -0.11
C -0.757 4.676 0.317 0.004 0.015 0.065 -0.20
H 1.343 4.566 0.747 -0.050 0.009 0.012 0.08
H 0.426 5.589 1.832 0.004 -0.006 -0.018 0.11
H -0.702 3.467 2.746 -0.019 0.004 -0.001 0.11
H 0.963 3.791 3.204 -0.001 0.002 -0.009 0.12
H 0.093 1.526 2.423 0.137 0.038 -0.082 0.07
H 2.153 0.768 1.637 0.010 -0.030 0.008 0.08
H 2.471 1.889 2.973 -0.017 -0.009 -0.026 0.12
H 3.952 2.267 1.039 0.012 0.023 -0.002 0.11
H 3.026 3.684 1.474 0.002 -0.028 0.042 0.10
H 1.471 2.713 -0.358 -0.034 0.035 -0.006 0.06
H 2.739 0.798 -1.076 -0.012 -0.032 0.003 0.10
H 4.147 1.853 -1.110 0.003 -0.001 0.008 0.11
H 3.593 1.855 -3.351 -0.012 0.016 -0.006 0.11
H 2.780 3.302 -2.783 0.015 0.013 0.009 0.10
H 1.604 0.557 -3.408 -0.017 0.047 -0.008 0.10
H 1.355 2.047 -4.312 -0.011 -0.012 -0.021 0.11
H -0.445 1.257 -2.820 0.014 0.003 -0.034 0.08
H -0.442 3.535 -3.578 0.004 -0.013 -0.022 0.12
H 0.591 3.921 -2.200 -0.021 0.024 0.039 0.11
H -2.054 2.485 -1.878 0.018 0.258 0.038 0.09
H -2.037 4.241 -1.977 0.107 0.051 0.068 0.12
H -1.867 2.984 0.286 -0.006 0.228 -0.188 0.07
H -1.638 5.098 0.818 0.008 -0.012 -0.029 0.12
H -0.508 5.355 -0.503 0.023 0.005 0.008 0.11
O -4.053 -0.090 -3.277 0.026 0.058 0.007 0.02
C -3.380 0.182 -2.289 -0.188 -0.058 0.047 -0.64
O -2.118 0.107 -2.139 0.180 0.073 -0.142 -0.22
C -4.123 0.707 -1.046 0.003 -0.093 -0.084 -0.18
C -5.477 1.006 -1.040 0.030 -0.033 -0.139 0.00
C -6.028 1.543 0.113 -0.070 0.037 -0.003 -0.05
C -5.225 1.769 1.220 0.047 -0.038 0.131 0.00
C -3.892 1.394 1.152 0.006 -0.006 -0.156 -0.19
N -3.372 0.879 0.036 0.006 0.257 0.225 0.05
C -2.907 1.598 2.311 -0.090 -0.167 0.078 -0.65
O -3.233 2.420 3.168 0.087 0.024 0.064 0.01
O -1.845 0.903 2.235 -0.071 0.257 -0.220 -0.17
H -6.053 0.832 -1.939 0.019 -0.026 0.022 0.11
H -7.080 1.799 0.148 0.002 0.006 -0.025 0.10
H -5.598 2.224 2.128 0.029 -0.040 -0.016 0.11
C 2.110 -4.223 2.094 -0.054 0.001 0.045 -0.11
C 1.936 -2.745 1.726 -0.021 0.001 0.019 -0.65
C 1.597 -1.989 3.021 0.019 -0.030 -0.023 -0.13
C 3.303 -2.218 1.277 0.007 0.021 -0.090 -0.13
Si 0.581 -2.309 0.345 0.032 -0.006 0.071 0.79
C 1.246 -3.022 -1.388 -0.026 0.003 -0.011 -0.64
C 2.021 -4.343 -1.378 0.006 0.042 -0.006 -0.11
C 0.057 -3.174 -2.348 -0.017 -0.047 -0.044 -0.12
C 2.146 -1.961 -2.038 -0.108 0.002 0.022 -0.14
C -1.044 -3.356 0.796 -0.025 0.029 -0.053 -0.65
C -1.424 -3.160 2.269 0.009 0.019 0.000 -0.12
C -1.004 -4.863 0.531 0.046 -0.074 -0.044 -0.11
C -2.218 -2.758 0.000 0.009 0.014 -0.038 -0.13
H 2.914 -4.336 2.835 0.003 -0.002 0.011 0.08
H 2.370 -4.839 1.233 0.006 -0.009 -0.023 0.06
H 1.203 -4.640 2.537 0.033 0.029 0.002 0.06
H 1.422 -0.928 2.836 0.009 0.054 -0.010 0.05
H 2.430 -2.076 3.733 0.009 0.003 0.003 0.08
H 0.708 -2.378 3.511 -0.033 0.002 0.028 0.05
H 4.012 -2.258 2.116 0.014 0.002 -0.008 0.08
H 3.247 -1.178 0.939 -0.001 0.001 -0.006 0.05
H 3.728 -2.810 0.465 -0.004 0.033 -0.030 0.06
H 1.455 -5.156 -0.923 -0.056 -0.039 0.023 0.06
H 2.969 -4.255 -0.841 -0.035 -0.020 -0.008 0.05
H 2.263 -4.646 -2.408 -0.002 -0.003 -0.001 0.07
H -0.611 -3.991 -2.069 0.082 0.081 -0.067 0.06
H 0.428 -3.387 -3.360 0.001 0.001 -0.012 0.08
H -0.546 -2.262 -2.405 0.072 0.004 -0.045 0.06
H 3.065 -1.776 -1.486 0.108 0.009 0.132 0.06
H 1.611 -1.010 -2.112 0.023 -0.059 0.006 0.03
H 2.426 -2.272 -3.055 0.004 -0.003 -0.007 0.08
H -0.754 -3.686 2.949 0.006 -0.023 -0.005 0.06
H -2.435 -3.557 2.439 0.003 0.001 0.004 0.08
H -1.439 -2.102 2.546 0.016 0.006 0.019 0.07
H -0.188 -5.352 1.068 -0.026 -0.004 -0.029 0.06
H -0.891 -5.097 -0.529 0.007 -0.028 0.095 0.05
H -1.943 -5.328 0.865 -0.003 -0.009 -0.003 0.08
H -2.440 -1.740 0.341 -0.024 -0.014 -0.004 0.05
H -3.128 -3.348 0.173 -0.020 0.002 0.019 0.08
H -2.048 -2.717 -1.076 -0.078 0.005 0.119 0.05
```
Forces are in eV/Å.

frontier orbital gap	6.189	eV
ΔE to the lowest compared entry with this formula, charge and spin	0.433	eV
net charge	-1
M	652.5	g/mol
LUMO energy	2.5	eV
2S+1	1

# 2
Here is 6 unconnected molecules or ions with the total composition C29H54O9S in a non-equilibrium geometry from the Open Molecules 2025 dataset. Energies are from ωB97M-V with the def2-TZVPD basis set.

```
93
Properties=species:S:1:pos:R:3:forces:R:3:lowdin_charge:R:1
C -0.294 2.803 -2.555 -0.394 -0.122 -0.473 -0.09
C -1.169 1.906 -3.500 0.893 0.272 -0.402 -0.21
C -0.438 0.565 -3.818 -1.026 -0.040 0.479 -0.14
C -0.638 -0.441 -2.674 0.323 -0.577 -0.506 -0.27
O -2.001 -0.756 -2.335 -0.558 0.542 0.801 0.05
C -1.878 -1.823 -1.449 2.222 0.793 -4.675 -0.54
O -2.474 -1.994 -0.485 -2.008 -1.162 2.443 0.21
O -0.921 -2.639 -2.002 0.706 0.226 1.605 0.01
C -0.151 -1.889 -2.948 0.663 -0.932 -1.728 -0.63
S -0.730 -2.615 -4.571 -0.703 0.717 -0.686 0.84
C 1.394 -2.097 -2.987 0.460 -1.588 3.629 -0.09
C 1.843 -2.854 -1.638 -1.139 0.674 1.994 -0.25
C 1.499 -2.062 -0.320 2.974 -1.003 -2.288 0.00
O 2.894 -2.220 -0.919 -0.935 0.237 -1.656 -0.12
H 0.764 2.491 -2.652 -0.444 0.187 0.302 0.07
H -0.624 2.753 -1.504 0.302 -0.054 -0.388 0.06
H -0.343 3.851 -2.904 -0.041 -0.392 0.358 0.07
H -2.184 1.747 -3.099 0.455 -0.011 -0.207 0.11
H -1.251 2.443 -4.464 -0.205 -0.269 0.442 0.10
H 0.634 0.806 -3.945 -0.399 -0.422 0.200 0.11
H -0.773 0.091 -4.757 -0.018 0.329 0.342 0.10
H -0.254 -0.047 -1.709 0.567 -0.156 -0.637 0.16
H 0.054 -3.711 -4.738 0.030 0.575 0.611 -0.11
H 1.740 -2.803 -3.747 -0.222 0.805 -0.265 0.09
H 1.976 -1.165 -2.923 -0.417 -0.190 -0.531 0.13
H 1.739 -3.985 -1.610 0.482 1.536 -0.004 0.14
H 1.030 -1.097 -0.539 0.390 -0.160 0.725 0.09
H 1.891 -2.385 0.646 -2.073 -0.243 0.281 0.11
C 1.710 1.339 -8.520 -0.143 0.205 0.067 -0.17
C 2.926 0.857 -7.745 0.218 -0.075 -0.102 -0.17
C 2.305 -0.145 -6.786 -0.172 -0.049 0.156 -0.21
O 1.168 -0.704 -7.451 0.136 0.226 -0.069 -0.15
C 0.882 0.069 -8.622 0.016 -0.222 -0.097 -0.20
H 1.950 1.770 -9.491 -0.011 -0.030 0.013 0.11
H 1.172 2.092 -7.936 0.001 -0.008 -0.039 0.11
H 3.619 0.349 -8.420 0.004 0.016 0.037 0.11
H 3.468 1.654 -7.236 -0.026 -0.024 0.010 0.11
H 1.955 0.345 -5.870 0.097 0.020 0.034 0.10
H 2.995 -0.945 -6.509 -0.083 -0.046 0.004 0.12
H 1.171 -0.523 -9.497 -0.041 0.069 -0.062 0.12
H -0.189 0.268 -8.675 0.000 -0.083 0.064 0.12
C -2.996 0.897 2.291 0.107 -0.177 0.199 -0.15
C -2.597 2.363 2.299 -0.193 0.204 -0.081 -0.17
C -1.199 2.313 1.708 0.249 -0.074 0.064 -0.21
O -1.173 1.201 0.805 -0.108 0.056 0.079 -0.15
C -2.355 0.404 1.005 -0.119 0.323 -0.002 -0.19
H -4.074 0.734 2.317 0.021 0.018 -0.060 0.12
H -2.552 0.389 3.150 -0.035 0.048 0.000 0.10
H -3.260 2.932 1.642 0.033 0.030 0.028 0.12
H -2.624 2.819 3.289 0.052 -0.040 -0.003 0.10
H -0.446 2.136 2.484 -0.035 0.088 0.060 0.11
H -0.938 3.229 1.172 0.041 -0.064 -0.072 0.11
H -3.014 0.559 0.146 -0.021 -0.101 0.012 0.12
H -2.084 -0.643 1.047 0.108 0.092 0.085 0.10
C 2.404 -6.881 2.001 -0.188 -0.175 0.090 -0.17
C 3.451 -7.234 0.959 0.274 0.098 0.003 -0.17
C 2.727 -6.906 -0.335 -0.193 -0.069 -0.182 -0.20
O 1.823 -5.831 -0.045 0.178 -0.208 0.206 -0.16
C 1.742 -5.664 1.377 -0.007 0.284 -0.049 -0.20
H 2.818 -6.680 2.989 -0.011 0.027 -0.030 0.11
H 1.681 -7.695 2.092 0.010 0.033 0.026 0.12
H 4.323 -6.585 1.074 -0.006 -0.035 -0.021 0.12
H 3.789 -8.269 1.007 -0.030 0.017 -0.025 0.11
H 2.135 -7.758 -0.687 0.076 -0.045 -0.019 0.12
H 3.409 -6.604 -1.132 -0.073 0.067 -0.014 0.12
H 2.275 -4.744 1.639 -0.017 -0.009 0.085 0.11
H 0.697 -5.557 1.671 -0.007 0.038 -0.110 0.12
C -0.491 -0.416 7.246 -0.173 -0.162 0.107 -0.17
C 0.526 -0.867 6.209 0.236 0.098 -0.002 -0.17
C -0.209 -0.585 4.909 -0.163 -0.096 -0.156 -0.20
O -1.065 0.538 5.155 0.124 -0.090 0.184 -0.16
C -1.118 0.788 6.564 0.060 0.225 -0.068 -0.20
H -0.054 -0.176 8.215 -0.010 0.020 -0.030 0.11
H -1.242 -1.197 7.393 0.011 0.035 0.022 0.12
H 1.423 -0.246 6.275 -0.006 -0.038 -0.017 0.12
H 0.825 -1.910 6.311 -0.030 0.017 -0.022 0.11
H -0.838 -1.432 4.615 0.074 -0.050 -0.023 0.12
H 0.468 -0.353 4.085 -0.083 0.067 -0.025 0.12
H -0.547 1.701 6.767 -0.025 -0.002 0.095 0.12
H -2.154 0.952 6.868 -0.009 0.017 -0.102 0.12
C -2.864 6.126 4.949 -0.182 -0.179 -0.026 -0.17
C -1.389 5.787 5.093 0.139 0.123 0.165 -0.17
C -0.922 5.813 3.648 -0.009 -0.135 -0.217 -0.20
O -1.741 6.769 2.965 -0.055 -0.077 0.215 -0.14
C -2.844 7.126 3.805 0.095 0.207 -0.038 -0.21
H -3.314 6.527 5.857 0.013 0.015 -0.031 0.11
H -3.423 5.233 4.656 -0.009 0.033 0.015 0.11
H -0.882 6.570 5.664 0.007 -0.038 -0.006 0.11
H -1.202 4.832 5.584 -0.007 0.001 -0.047 0.11
H -1.067 4.840 3.166 0.078 -0.045 0.067 0.10
H 0.128 6.095 3.551 -0.041 0.050 -0.082 0.12
H -2.674 8.145 4.171 -0.091 0.001 0.043 0.12
H -3.765 7.117 3.221 0.068 0.006 -0.073 0.12
```
Forces are in eV/Å.

frontier orbital gap	9.662	eV
SMILES	CCC[C@H]1OC(=O)O[C@]1(S)C[C@@H]1CO1.C1CCOC1.C1CCOC1.C1CCOC1.C1CCOC1.C1CCOC1
net charge	0
M	578.8	g/mol
LUMO energy	0.7	eV
2S+1	1